No. 1
This record from OMol25 describes C4H7N3 in the gas phase. The level of theory is ωB97M-V/def2-TZVPD.

- Maximum force: 0.3 eV/A
- E_HOMO (alpha / beta): -0.231 / -0.231 Ha
- 2S+1: 1
- Energy relative to the best compared isomer or geometry (same formula, charge and spin): 373.4 kJ/mol

Cartesian coordinates (Å):
C1 2.102 0.347 0.284
N1 1.226 0.552 -0.789
C2 -0.011 0.089 -0.667
N2 -1.096 0.450 -1.386
N3 -2.096 0.079 -0.580
C3 -1.775 -0.506 0.568
C4 -0.319 -0.562 0.623
H1 0.405 0.109 1.314
H2 2.270 -0.704 0.520
H3 3.022 0.921 0.191
H4 1.392 1.289 -1.463
H5 -3.037 0.275 -0.894
H6 -2.531 -0.874 1.247
H7 0.111 -1.550 0.842



No. 2
This record from OMol25 describes a molecular structure, C7H14OS3 at a distorted geometry. The level of theory is ωB97M-V/def2-TZVPD.

- Maximum force: 8.7 eV/A
- E_HOMO: -0.314 Ha
- 2S+1: 1
- Energy relative to the best compared isomer or geometry (same formula, charge and spin): 798.3 kJ/mol

Cartesian coordinates (Å):
C1 -3.157 1.232 0.471
C2 -3.468 0.246 -0.659
C3 -2.428 -0.436 -1.384
C4 0.021 -0.055 0.023
C5 0.816 -0.998 0.961
C6 2.030 -1.401 0.688
C7 5.101 1.257 0.129
H1 -2.083 1.953 0.611
H2 -3.127 0.385 1.410
H3 -4.154 1.778 0.608
H4 -3.966 0.496 -1.687
H5 -3.955 -0.620 -0.019
H6 -1.950 0.441 -1.842
H7 -2.787 -1.244 -2.010
H8 0.596 0.325 -0.630
H9 -0.382 0.814 0.650
H10 0.126 -1.446 1.792
H11 2.576 -2.281 1.344
H12 5.403 2.310 -0.760
H13 6.273 0.645 0.790
H14 4.019 1.618 0.581
O1 -1.756 -1.991 0.727
S1 -1.149 -1.359 -0.542
S2 2.799 -0.950 -0.779
S3 4.603 -0.719 -0.474



No. 3
This record from OMol25 describes a molecular structure, C31H26MoN6O2S3 at a distorted geometry. The level of theory is ωB97M-V/def2-TZVPD.

- Maximum force: 1.5 eV/A
- E_HOMO (alpha / beta): -0.263 / -0.299 Ha
- 2S+1: 3
- ⟨S²⟩: 2.029
- Energy relative to the best compared isomer or geometry (same formula, charge and spin): 0.0 kJ/mol

Cartesian coordinates (Å):
Mo1 -0.584 0.112 0.891
C1 1.019 1.822 -2.956
C2 0.261 1.720 -1.669
N1 0.367 0.633 -0.962
N2 1.140 -0.351 -1.540
C3 0.770 -1.556 -1.319
S1 -0.646 -2.003 -0.377
S2 1.825 -2.806 -1.969
C4 0.596 -3.714 -2.998
C5 0.214 -2.902 -4.201
C6 0.998 -2.945 -5.351
C7 0.672 -2.178 -6.458
C8 -0.443 -1.351 -6.427
C9 -1.225 -1.296 -5.283
C10 -0.902 -2.069 -4.177
C11 -0.655 2.758 -1.251
C12 -0.512 4.091 -1.666
C13 -1.428 5.052 -1.311
C14 -2.550 4.691 -0.562
C15 -2.736 3.386 -0.167
C16 -1.787 2.399 -0.478
O1 -1.977 1.161 -0.071
H1 0.727 1.000 -3.611
H2 2.087 1.706 -2.766
H3 0.825 2.764 -3.455
H4 -0.253 -3.949 -2.360
H5 1.112 -4.629 -3.280
H6 1.875 -3.582 -5.369
H7 1.288 -2.225 -7.346
H8 -0.703 -0.756 -7.294
H9 -2.094 -0.651 -5.252
H10 -1.517 -2.025 -3.287
H11 0.354 4.374 -2.248
H12 -1.286 6.080 -1.615
H13 -3.268 5.448 -0.274
H14 -3.595 3.092 0.422
C17 -1.013 -0.589 5.225
C18 -1.234 -0.551 3.752
N3 -0.254 -0.528 2.889
N4 1.006 -0.638 3.340
C19 1.834 -0.494 2.326
O2 1.362 -0.271 1.153
C20 3.278 -0.585 2.553
C21 3.788 -0.559 3.852
C22 5.153 -0.643 4.056
C23 6.015 -0.756 2.972
C24 5.508 -0.779 1.680
C25 4.143 -0.689 1.468
C26 -2.523 -0.568 3.120
C27 -3.732 -0.732 3.796
C28 -4.897 -0.870 3.074
C29 -4.832 -0.845 1.685
C30 -3.610 -0.634 1.082
N5 -2.479 -0.473 1.771
H15 0.012 -0.887 5.420
H16 -1.695 -1.283 5.717
H17 -1.171 0.404 5.653
H18 3.106 -0.461 4.684
H19 5.549 -0.615 5.063
H20 7.082 -0.820 3.140
H21 6.185 -0.864 0.840
H22 3.732 -0.703 0.466
H23 -3.726 -0.762 4.876
H24 -5.845 -1.005 3.579
H25 -5.716 -0.971 1.077
H26 -3.525 -0.566 0.007
S3 0.684 3.858 3.443
C31 0.138 2.715 2.489
N6 -0.288 1.865 1.785



No. 4
This record from OMol25 describes 8 unconnected molecules or ions with the total composition C24H64Cl4N4O3 at a distorted geometry. The level of theory is ωB97M-V/def2-TZVPD.

- Maximum force: 2.8 eV/A
- E_HOMO (alpha / beta): -0.003 / -0.157 Ha
- Charge: -1
- 2S+1: 2
- ⟨S²⟩: 0.750

Cartesian coordinates (Å):
N1 -2.675 -0.279 -2.278
H1 -3.184 0.062 -1.475
H2 -2.827 -1.261 -2.460
H3 -1.725 0.049 -2.179
H4 -3.015 0.217 -3.089
C1 0.142 -2.998 -3.981
C2 1.139 -4.099 -3.559
N2 0.718 -5.366 -2.759
C3 -0.040 -6.202 -3.842
C4 2.043 -6.120 -2.351
C5 1.698 -7.473 -1.600
C6 -0.282 -5.024 -1.628
C7 0.306 -4.126 -0.495
O1 1.234 -4.941 0.291
C8 2.242 -4.153 0.965
H5 0.548 -2.253 -4.666
H6 -0.222 -2.426 -3.128
H7 -0.687 -3.462 -4.516
H8 1.775 -3.575 -2.846
H9 1.807 -4.453 -4.344
H10 0.713 -6.576 -4.537
H11 -0.821 -5.655 -4.369
H12 -0.467 -7.048 -3.304
H13 2.645 -5.471 -1.715
H14 2.727 -6.234 -3.193
H15 1.037 -7.397 -0.737
H16 2.612 -7.936 -1.227
H17 1.068 -8.112 -2.219
H18 -0.720 -5.960 -1.282
H19 -1.138 -4.504 -2.059
H20 -0.479 -3.773 0.174
H21 0.769 -3.251 -0.951
H22 2.775 -3.455 0.319
H23 2.911 -4.913 1.367
H24 1.840 -3.546 1.777
C9 -1.370 2.310 3.269
C10 -1.275 0.972 2.474
N3 -0.462 -0.249 3.060
C11 -1.055 -0.682 4.459
C12 -0.572 -1.445 2.016
C13 -2.069 -1.832 1.544
C14 1.042 0.222 3.174
C15 1.979 -0.833 3.809
O2 1.716 -0.987 5.147
C16 2.712 -1.615 5.910
H25 -0.435 2.755 3.610
H26 -2.078 2.219 4.093
H27 -1.664 3.162 2.657
H28 -0.681 1.127 1.573
H29 -2.257 0.591 2.195
H30 -0.663 -1.690 4.595
H31 -2.144 -0.677 4.424
H32 -0.759 -0.025 5.276
H33 -0.196 -2.393 2.400
H34 0.071 -1.216 1.166
H35 -2.465 -1.011 0.948
H36 -2.785 -1.931 2.360
H37 -2.183 -2.732 0.939
H38 1.028 1.179 3.694
H39 1.395 0.448 2.168
H40 3.002 -0.465 3.728
H41 2.025 -1.827 3.364
H42 2.456 -1.638 6.969
H43 3.622 -1.032 5.763
H44 2.973 -2.642 5.655
C17 -1.180 3.703 -2.892
C18 0.222 4.263 -2.539
N4 0.126 4.843 -1.095
C19 -0.269 3.712 -0.131
C20 1.648 5.253 -0.748
C21 2.280 6.319 -1.703
C22 -0.922 6.063 -1.036
C23 -0.698 7.075 0.077
O3 -0.901 6.483 1.308
C24 -1.155 7.393 2.383
H45 -1.131 3.476 -3.957
H46 -2.054 4.352 -2.835
H47 -1.438 2.696 -2.563
H48 0.620 4.959 -3.277
H49 0.951 3.461 -2.425
H50 -0.566 4.145 0.825
H51 0.569 3.029 0.009
H52 -1.120 3.133 -0.491
H53 2.186 4.306 -0.692
H54 1.596 5.582 0.290
H55 2.344 6.070 -2.763
H56 3.318 6.459 -1.401
H57 1.739 7.256 -1.569
H58 -1.919 5.636 -0.929
H59 -0.932 6.439 -2.060
H60 -1.402 7.887 -0.101
H61 0.297 7.520 0.090
H62 -1.607 8.313 2.011
H63 -0.220 7.700 2.851
H64 -1.709 6.937 3.203
Cl1 -3.915 -3.054 -2.361
Cl2 -4.841 0.457 0.208
Cl3 -3.424 1.514 -4.923
Cl4 0.128 0.269 -1.309



No. 5
This record from OMol25 describes 6 unconnected molecules or ions with the total composition H11O5S at a distorted geometry. The level of theory is ωB97M-V/def2-TZVPD.

- Maximum force: 2.3 eV/A
- E_HOMO: -0.133 Ha
- Charge: -1
- 2S+1: 1
- Energy relative to the best compared isomer or geometry (same formula, charge and spin): 174.5 kJ/mol

Cartesian coordinates (Å):
S1 1.486 1.296 -1.477
H1 0.601 1.853 -0.657
H2 -1.064 -2.522 -0.155
H3 -0.323 -1.838 0.787
O1 -1.121 -2.357 0.761
H4 -1.576 0.777 -0.453
H5 -0.553 0.622 0.649
O2 -1.291 1.203 0.402
H6 -1.046 0.912 -2.657
H7 -1.137 -0.312 -1.768
O3 -1.738 0.347 -2.142
H8 1.250 0.445 2.527
H9 0.665 1.322 1.510
O4 1.536 1.161 1.903
H10 1.021 -0.901 -0.441
H11 2.004 -0.740 0.767
O5 1.287 -1.269 0.444



No. 6
This record from OMol25 describes 12 unconnected molecules or ions with the total composition C21H65N3O17 at a distorted geometry. The level of theory is ωB97M-V/def2-TZVPD.

- Maximum force: 1.5 eV/A
- SMILES: NC[C@@H](O)CCOC[C@@H](CCC(=O)O)NCON=O.CO.CO.CO.CO.CO.CO.CO.CO.CO.CO.CO
- E_HOMO: -0.327 Ha
- 2S+1: 1

Cartesian coordinates (Å):
N1 6.057 -0.121 0.072
C1 4.643 -0.260 0.480
C2 3.787 -0.780 -0.699
O1 3.170 -2.010 -0.336
C3 2.752 0.283 -1.084
C4 1.533 -0.225 -1.844
O2 0.592 -0.941 -1.057
C5 -0.501 -0.173 -0.615
C6 -1.821 -0.811 -1.011
C7 -2.172 -2.034 -0.148
C8 -1.344 -3.318 -0.464
C9 -0.756 -3.847 0.816
O3 -1.164 -4.835 1.372
O4 0.264 -3.145 1.347
N2 -2.935 0.165 -0.994
C10 -3.246 0.699 0.312
O5 -3.669 2.077 0.152
N3 -2.577 2.906 0.273
O6 -2.699 3.874 -0.380
H1 6.158 0.686 -0.529
H2 6.626 0.018 0.897
H3 4.282 0.722 0.798
H4 4.554 -0.928 1.331
H5 4.463 -1.003 -1.519
H6 2.865 -1.956 0.580
H7 3.240 1.001 -1.750
H8 2.417 0.848 -0.212
H9 1.080 0.617 -2.367
H10 1.874 -0.910 -2.621
H11 -0.511 0.855 -0.983
H12 -0.436 -0.137 0.482
H13 -1.764 -1.189 -2.030
H14 -3.216 -2.294 -0.315
H15 -2.084 -1.786 0.914
H16 -0.505 -3.102 -1.125
H17 -1.999 -4.052 -0.913
H18 0.364 -2.300 0.876
H19 -3.753 -0.360 -1.281
H20 -4.099 0.218 0.783
H21 -2.386 0.708 0.976
C11 1.587 0.025 3.236
O7 2.291 -1.154 2.852
H22 1.795 0.798 2.499
H23 0.507 -0.163 3.261
H24 1.920 0.364 4.216
H25 2.105 -1.836 3.507
C12 3.667 -1.107 6.230
O8 3.399 0.294 6.060
H26 4.378 -1.407 5.467
H27 4.099 -1.295 7.212
H28 2.749 -1.690 6.114
H29 2.771 0.553 6.741
C13 1.623 -5.837 3.937
O9 1.700 -4.421 3.823
H30 2.522 -6.177 4.446
H31 0.749 -6.137 4.521
H32 1.573 -6.304 2.951
H33 0.905 -4.124 3.368
C14 -1.272 -2.548 -5.068
O10 -1.104 -2.649 -3.652
H34 -1.759 -1.605 -5.278
H35 -0.304 -2.568 -5.574
H36 -1.898 -3.361 -5.441
H37 -0.665 -3.482 -3.460
C15 -1.867 -0.391 -8.648
O11 -2.503 -0.661 -7.399
H38 -1.822 -1.325 -9.201
H39 -2.436 0.340 -9.227
H40 -0.853 -0.017 -8.493
H41 -2.534 0.170 -6.911
C16 -6.306 -0.681 -5.831
O12 -5.118 -1.461 -5.933
H42 -7.052 -1.264 -5.300
H43 -6.119 0.244 -5.276
H44 -6.695 -0.436 -6.823
H45 -4.460 -0.941 -6.408
C17 -1.417 2.466 -3.908
O13 -0.955 1.121 -4.009
H46 -0.687 3.103 -4.399
H47 -2.385 2.588 -4.401
H48 -1.510 2.773 -2.863
H49 -1.601 0.558 -3.569
C18 6.783 1.434 7.262
O14 6.144 0.412 6.500
H50 7.745 1.053 7.597
H51 6.948 2.324 6.646
H52 6.182 1.706 8.130
H53 5.290 0.753 6.203
C19 -9.993 0.926 -5.427
O15 -9.531 -0.405 -5.632
H54 -9.241 1.599 -5.832
H55 -10.938 1.099 -5.948
H56 -10.122 1.139 -4.363
H57 -10.193 -1.003 -5.275
C20 -0.722 7.310 -0.523
O16 -0.450 5.990 -0.972
H58 0.034 7.965 -0.948
H59 -1.707 7.645 -0.859
H60 -0.670 7.375 0.568
H61 -1.118 5.407 -0.597
C21 5.137 4.312 10.299
O17 5.799 3.117 9.891
H62 5.352 5.075 9.556
H63 4.056 4.163 10.354
H64 5.503 4.651 11.271
H65 5.611 2.443 10.550



No. 7
This record from OMol25 describes C5H12N2O in the gas phase. The level of theory is ωB97M-V/def2-TZVPD.

- Maximum force: 0.9 eV/A
- SMILES: C[C@@H](N)CNCC=O
- E_HOMO: -0.327 Ha
- 2S+1: 1
- Energy relative to the best compared isomer or geometry (same formula, charge and spin): 198.6 kJ/mol

Cartesian coordinates (Å):
N1 0.167 2.460 1.742
C1 0.817 1.372 1.008
C2 2.243 1.787 0.642
C3 0.033 1.026 -0.270
N2 0.141 -0.378 -0.601
C4 -0.967 -1.084 -1.219
C5 -1.179 -2.424 -0.546
O1 -1.767 -3.339 -1.057
H1 -0.755 2.646 1.377
H2 0.157 2.295 2.744
H3 0.873 0.441 1.576
H4 2.828 1.887 1.558
H5 2.262 2.756 0.142
H6 2.704 1.002 0.030
H7 0.436 1.673 -1.063
H8 -1.017 1.273 -0.143
H9 1.012 -0.630 -1.056
H10 -1.873 -0.479 -1.206
H11 -0.749 -1.308 -2.272
H12 -0.739 -2.540 0.464



No. 8
This record from OMol25 describes C4H9NO in the gas phase at a distorted geometry. The level of theory is ωB97M-V/def2-TZVPD.

- Maximum force: 3.5 eV/A
- SMILES: CCC(=O)NC
- E_HOMO: -0.351 Ha
- 2S+1: 1
- Energy relative to the best compared isomer or geometry (same formula, charge and spin): 238.8 kJ/mol

Cartesian coordinates (Å):
C1 -0.794 -1.010 -2.111
C2 -1.138 -0.672 -0.567
C3 0.116 -0.082 0.045
C4 0.961 1.186 1.985
H1 -1.932 -1.255 -2.540
H2 -0.352 -0.065 -2.665
H3 -0.046 -1.977 -2.142
H4 -1.995 0.073 -0.491
H5 -1.597 -1.582 -0.005
H6 -0.951 0.190 1.745
H7 1.776 1.589 1.183
H8 1.425 0.258 2.683
H9 0.425 2.037 2.698
N1 -0.080 0.516 1.220
O1 1.116 0.074 -0.640



No. 9
This record from OMol25 describes a molecular structure, C21H17N4O4PtSe2. The level of theory is ωB97M-V/def2-TZVPD.

- Maximum force: 0.2 eV/A
- E_HOMO: -0.154 Ha
- Charge: -1
- 2S+1: 1
- Energy relative to the best compared isomer or geometry (same formula, charge and spin): 0.0 kJ/mol

Cartesian coordinates (Å):
Pt1 0.487 -0.540 0.613
O1 3.222 -3.526 0.729
C1 2.283 -2.752 0.744
O2 2.300 -1.505 0.401
C2 0.924 -3.257 1.228
C3 0.590 -4.526 1.663
C4 -0.719 -4.755 2.077
C5 -1.664 -3.732 2.055
C6 -1.267 -2.487 1.611
N1 -0.007 -2.313 1.221
C7 -2.117 -1.221 1.505
O3 -3.288 -1.271 1.830
O4 -1.487 -0.178 1.052
H1 1.348 -5.296 1.671
H2 -1.006 -5.740 2.422
H3 -2.687 -3.877 2.372
Se1 3.361 1.904 -2.871
N2 2.559 3.457 -2.379
C8 1.758 3.164 -1.410
C9 0.864 4.115 -0.779
C10 0.166 3.714 0.284
C11 0.340 2.365 0.871
N3 0.858 1.369 0.012
C12 1.704 1.751 -0.975
N4 2.463 0.928 -1.644
H4 0.787 5.113 -1.193
H5 -0.508 4.384 0.804
H6 -0.582 2.019 1.331
C13 6.005 4.995 -1.001
C14 4.993 4.456 -0.027
C15 4.963 3.109 0.301
C16 3.985 2.574 1.133
C17 4.032 1.105 1.446
C18 2.995 3.428 1.648
Se2 1.506 2.654 2.584
C19 3.055 4.806 1.393
C20 2.105 5.811 1.992
C21 4.052 5.291 0.552
H7 6.672 4.207 -1.349
H8 6.612 5.783 -0.550
H9 5.504 5.420 -1.874
H10 5.703 2.440 -0.126
H11 4.901 0.644 0.978
H12 3.152 0.579 1.087
H13 4.086 0.941 2.525
H14 1.249 5.334 2.462
H15 1.748 6.503 1.227
H16 2.621 6.400 2.756
H17 4.070 6.354 0.326



No. 10
This record from OMol25 describes 3 unconnected molecules or ions with the total composition C2H9NO2 at a distorted geometry. The level of theory is ωB97M-V/def2-TZVPD.

- Maximum force: 4.0 eV/A
- E_HOMO (alpha / beta): 0.043 / -0.160 Ha
- Charge: -1
- 2S+1: 2
- ⟨S²⟩: 0.752
- Energy relative to the best compared isomer or geometry (same formula, charge and spin): 170.5 kJ/mol

Cartesian coordinates (Å):
C1 -1.378 0.934 1.792
C2 -1.794 -0.080 2.504
N1 -2.553 -1.188 2.247
H1 -2.075 1.557 1.083
H2 -0.361 1.342 2.101
H3 -1.543 -0.083 3.552
H4 -2.820 -1.364 1.237
H5 -2.203 -2.070 2.570
H6 1.848 -0.443 -4.105
H7 2.894 0.712 -4.485
O1 1.966 0.410 -4.546
H8 2.618 -0.436 0.038
H9 2.534 0.897 -0.626
O2 2.535 -0.025 -0.812



No. 11
This record from OMol25 describes 3 unconnected molecules or ions with the total composition C15H34N3O11P2 at a distorted geometry. The level of theory is ωB97M-V/def2-TZVPD.

- Maximum force: 9.6 eV/A
- E_HOMO: -0.169 Ha
- Charge: -1
- 2S+1: 1
- Energy relative to the best compared isomer or geometry (same formula, charge and spin): 650.8 kJ/mol

Cartesian coordinates (Å):
N1 -0.847 -2.578 -9.509
C1 0.309 -2.254 -9.327
O1 1.726 -2.294 -9.075
N2 2.010 -3.396 -8.278
C2 2.383 -2.918 -6.893
N3 3.081 -4.038 -6.157
C3 1.150 -2.328 -6.053
O2 1.053 -1.036 -5.996
O3 0.219 -3.072 -5.350
H1 2.910 -3.778 -8.644
H2 3.163 -2.067 -7.006
H3 2.378 -4.620 -5.675
H4 3.593 -3.535 -5.401
O4 1.747 -2.101 0.625
P1 0.920 -0.906 0.128
O5 1.409 -1.035 -1.446
C4 0.790 -2.037 -2.252
C5 -0.616 -1.639 -2.648
O6 2.019 0.220 0.672
C6 2.814 -0.034 1.823
C7 4.198 -0.502 1.410
O7 -0.071 0.404 -0.364
C8 0.407 1.713 -0.660
C9 1.396 1.804 -1.807
H5 0.790 -2.997 -1.726
H6 1.402 -2.151 -3.151
H7 -1.273 -1.603 -1.769
H8 -1.036 -2.351 -3.359
H9 -0.629 -0.642 -3.097
H10 2.326 -0.749 2.491
H11 2.901 0.907 2.378
H12 4.154 -1.321 0.690
H13 4.773 -0.831 2.280
H14 4.743 0.310 0.921
H15 0.799 2.186 0.245
H16 -0.480 2.294 -0.938
H17 2.352 1.341 -1.557
H18 1.596 2.851 -2.052
H19 1.013 1.305 -2.699
O8 -4.046 2.638 5.400
P2 -2.797 1.756 5.261
O9 -1.978 2.794 4.262
C10 -1.346 3.919 4.857
C11 -0.082 3.520 5.594
O10 -3.490 0.752 4.131
C12 -4.893 0.510 4.130
C13 -5.573 1.383 3.091
O11 -1.425 0.731 5.232
C14 -1.067 -0.115 4.139
C15 -0.782 0.595 2.829
H20 -2.042 4.433 5.527
H21 -1.093 4.612 4.048
H22 -0.318 2.895 6.462
H23 0.460 4.400 5.945
H24 0.578 2.932 4.949
H25 -5.320 0.654 5.125
H26 -5.045 -0.544 3.873
H27 -5.287 2.432 3.187
H28 -6.660 1.308 3.172
H29 -5.279 1.073 2.084
H30 -1.815 -0.902 4.012
H31 -0.148 -0.624 4.450
H32 -1.683 1.034 2.399
H33 -0.381 -0.110 2.096
H34 -0.057 1.401 2.967